(one)
This record from the Open Molecules 2025 dataset describes one molecule with the formula C18H20N4O3S. The level of theory is the ωB97M-V functional and the def2-TZVPD basis.

SMILES = CC1CCN(C(=O)CSc2ccc(-c3cccc([N+](=O)[O-])c3)nn2)CC1
HOMO energy = -0.32229 Ha

Element x y z (Å)
C1 4.69 2.06 -4.11
C2 4.41 0.78 -3.33
C3 3.96 -0.35 -4.26
C4 3.63 -1.61 -3.45
N1 2.61 -1.31 -2.46
C5 1.39 -1.87 -2.59
O1 1.12 -2.67 -3.47
C6 0.33 -1.49 -1.57
S1 0.75 -2.16 0.08
C7 -0.50 -1.41 1.04
C8 -0.61 -1.71 2.41
C9 -1.62 -1.10 3.10
C10 -2.47 -0.23 2.39
C11 -3.60 0.47 3.01
C12 -4.14 1.59 2.38
C13 -5.21 2.27 2.93
C14 -5.78 1.85 4.12
C15 -5.25 0.72 4.74
N2 -5.83 0.26 5.98
O2 -5.32 -0.70 6.51
O3 -6.78 0.86 6.41
C16 -4.17 0.03 4.20
N3 -2.27 0.02 1.11
N4 -1.31 -0.55 0.44
C17 3.02 -0.29 -1.53
C18 3.32 1.01 -2.27
H1 5.47 1.88 -4.85
H2 5.02 2.85 -3.44
H3 3.80 2.39 -4.63
H4 5.33 0.47 -2.82
H5 4.74 -0.58 -4.98
H6 3.07 -0.04 -4.81
H7 3.24 -2.39 -4.10
H8 4.52 -1.97 -2.94
H9 0.20 -0.41 -1.47
H10 -0.61 -1.94 -1.87
H11 0.09 -2.39 2.87
H12 -1.75 -1.28 4.16
H13 -3.70 1.91 1.45
H14 -5.62 3.14 2.42
H15 -6.61 2.36 4.57
H16 -3.82 -0.85 4.72
H17 2.25 -0.12 -0.77
H18 3.92 -0.64 -1.01
H19 3.65 1.77 -1.56
H20 2.41 1.37 -2.76



(two)
This record from the Open Molecules 2025 dataset describes one molecule with the formula C18H20N4O3S. The level of theory is the ωB97M-V functional and the def2-TZVPD basis.

SMILES = CCOC(=O)C(C)(C)Sc1nc2c(cnn2-c2ccc(C)cc2)c(=O)[nH]1
HOMO energy = -0.30501 Ha

Element x y z (Å)
C1 -4.72 -2.49 0.73
C2 -4.35 -1.20 1.45
O1 -4.14 -0.17 0.47
C3 -3.23 0.76 0.73
O2 -2.56 0.80 1.72
C4 -3.14 1.79 -0.39
C5 -3.48 3.15 0.22
C6 -4.02 1.50 -1.60
S1 -1.35 1.92 -0.90
C7 -0.70 0.30 -0.73
N1 0.58 0.26 -0.52
C8 1.09 -0.99 -0.42
C9 0.35 -2.18 -0.51
C10 1.31 -3.20 -0.33
N2 2.50 -2.68 -0.15
N3 2.38 -1.34 -0.21
C11 3.52 -0.53 -0.05
C12 4.75 -1.14 0.14
C13 5.88 -0.36 0.29
C14 5.81 1.03 0.26
C15 7.04 1.86 0.45
C16 4.57 1.62 0.07
C17 3.42 0.86 -0.09
C18 -1.06 -2.13 -0.74
O3 -1.87 -3.02 -0.84
N4 -1.49 -0.79 -0.87
H1 -5.59 -2.33 0.10
H2 -3.89 -2.84 0.12
H3 -4.95 -3.25 1.47
H4 -5.16 -0.87 2.11
H5 -3.43 -1.32 2.04
H6 -2.87 3.32 1.10
H7 -4.53 3.18 0.50
H8 -3.28 3.94 -0.50
H9 -5.06 1.44 -1.29
H10 -3.91 2.30 -2.32
H11 -3.76 0.56 -2.09
H12 1.17 -4.26 -0.32
H13 4.80 -2.21 0.16
H14 6.84 -0.84 0.44
H15 6.94 2.82 -0.05
H16 7.19 2.06 1.52
H17 7.92 1.35 0.07
H18 4.49 2.70 0.04
H19 2.47 1.33 -0.24
H20 -2.48 -0.69 -1.06



Stability, lowest: (one)



(one)
This record from the Open Molecules 2025 dataset describes a 2-piece molecular cluster, CH3OP overall. The level of theory is the ωB97M-V functional and the def2-TZVPD basis.

HOMO energy = -0.33754 Ha

Element x y z (Å)
C1 -0.12 -0.28 0.08
O1 0.84 -1.25 -0.03
P1 1.55 0.27 0.09
H1 -1.15 -0.24 -0.24
H2 -0.89 0.22 1.65
H3 1.78 0.56 -1.23



(two)
This record from the Open Molecules 2025 dataset describes one molecule with the formula CH3OP. The level of theory is the ωB97M-V functional and the def2-TZVPD basis.

SMILES = C1OP1
HOMO energy = -0.35753 Ha

Element x y z (Å)
C1 0.08 0.55 -0.13
O1 0.82 0.06 -1.29
P1 -0.67 -0.62 -1.26
H1 0.28 -0.12 0.83
H2 0.06 1.62 -0.21
H3 -0.10 -1.76 -0.57



Stability, lowest: (one)



(one)
This record from the Open Molecules 2025 dataset describes a 2-piece molecular cluster, C4H11NO overall. The level of theory is the ωB97M-V functional and the def2-TZVPD basis.

HOMO energy (spin up / spin down) = -0.46072 / -0.46072 Ha
Charge = +1
2S+1 = 2

Element x y z (Å)
C1 2.75 2.29 -1.21
C2 2.60 1.21 -0.37
N1 3.19 3.47 -0.86
H1 2.32 2.31 -2.21
H2 1.87 0.47 -0.69
H3 2.95 1.23 0.66
H4 3.31 3.68 0.13
H5 2.64 4.18 -1.35
H6 -2.55 -2.71 -1.36
C3 -2.56 -1.68 0.23
O1 -1.85 -2.31 -0.84
C4 -2.24 -2.25 1.62
H7 -3.60 -1.99 0.16
H8 -2.38 -0.60 0.25
H9 -2.95 -1.91 2.37
H10 -1.20 -2.06 1.90
H11 -2.30 -3.34 1.58



(two)
This record from the Open Molecules 2025 dataset describes an isolated ion of composition C4H11NO and charge +1. The level of theory is the ωB97M-V functional and the def2-TZVPD basis.

HOMO energy (spin up / spin down) = -0.53776 / -0.53742 Ha
Charge = +1
2S+1 = 2

Element x y z (Å)
C1 0.40 -0.42 0.54
C2 -0.08 0.85 -0.11
C3 -0.22 2.02 0.82
O1 0.93 1.15 -1.10
C4 0.52 -1.68 -0.34
N1 -0.82 -2.27 -0.73
H1 -0.38 -0.71 1.32
H2 1.33 -0.19 1.10
H3 -1.05 0.72 -0.62
H4 0.28 1.79 1.77
H5 0.46 2.77 0.42
H6 -1.23 2.31 1.12
H7 0.41 1.55 -1.82
H8 1.20 -2.35 0.17
H9 0.88 -1.39 -1.35
H10 -1.36 -1.65 -1.35
H11 -1.26 -2.50 0.17



(three)
This record from the Open Molecules 2025 dataset describes an isolated ion of composition C4H11NO and charge +1. The level of theory is the ωB97M-V functional and the def2-TZVPD basis.

HOMO energy (spin up / spin down) = -0.55654 / -0.53776 Ha
Charge = +1
2S+1 = 2

Element x y z (Å)
C1 -2.26 1.42 -0.52
C2 -1.04 -0.55 0.12
N1 -1.00 0.74 -0.58
H1 -2.14 2.37 -1.04
H2 -3.10 0.92 -1.06
H3 -2.40 1.63 0.52
H4 -1.62 -1.30 -0.51
H5 -1.68 -0.38 1.05
H6 -0.49 0.37 -1.42
C3 1.40 -0.58 -0.11
O1 0.24 -1.20 0.29
C4 2.52 -0.68 0.94
H7 1.91 -1.07 -0.98
H8 1.27 0.48 -0.30
H9 2.55 -1.65 1.44
H10 3.40 -0.50 0.33
H11 2.46 -0.02 1.81



Stability, lowest: (three)



(one)
This record from the Open Molecules 2025 dataset describes a 2-piece molecular cluster, C4H11NO overall. The level of theory is the ωB97M-V functional and the def2-TZVPD basis.

HOMO energy (spin up / spin down) = -0.54428 / -0.55014 Ha
Charge = +1
2S+1 = 2

Element x y z (Å)
C1 -0.61 -1.12 -0.65
C2 -1.09 0.23 -0.19
C3 -0.38 0.90 0.79
N1 0.44 0.31 1.74
C4 -1.91 1.00 -1.16
H1 -0.71 -1.90 0.11
H2 -1.07 -1.44 -1.57
H3 0.44 -0.95 -0.95
H4 -0.32 1.99 0.78
H5 0.60 1.09 2.38
H6 -0.13 -0.37 2.24
H7 -2.93 0.58 -1.23
H8 -1.98 2.04 -0.83
H9 -1.44 0.98 -2.15
H10 3.65 -0.80 -0.15
H11 2.38 -0.69 0.28
O1 2.78 -1.05 -0.53



(two)
This record from the Open Molecules 2025 dataset describes a 2-piece molecular cluster, C4H11NO overall. The level of theory is the ωB97M-V functional and the def2-TZVPD basis.

HOMO energy (spin up / spin down) = -0.49881 / -0.49881 Ha
Charge = +1
2S+1 = 2

Element x y z (Å)
C1 -0.53 1.16 1.96
C2 -0.66 0.76 0.55
C3 -1.60 1.33 -0.31
N1 -1.63 1.16 -1.61
H1 -1.17 2.01 2.19
H2 -0.91 0.34 2.59
H3 0.50 1.33 2.24
H4 0.11 0.12 0.12
H5 -2.38 1.95 0.13
H6 -2.55 1.00 -2.02
H7 -0.92 0.52 -1.95
C4 2.01 -1.95 -1.01
O1 2.26 -2.17 0.37
H8 1.67 -0.93 -1.24
H9 2.96 -2.13 -1.51
H10 1.28 -2.66 -1.40
H11 1.55 -1.83 0.91



Stability, lowest: (two)



(one)
This record from the Open Molecules 2025 dataset describes C11H26LiNO11P as an isolated structure. The level of theory is the ωB97M-V functional and the def2-TZVPD basis.

HOMO energy = -0.07274 Ha
Charge = -1

Element x y z (Å)
C1 -4.23 0.58 2.21
N1 -3.81 1.37 0.99
C2 -4.49 0.64 0.00
C3 -4.40 2.68 1.16
C4 -2.30 1.44 1.04
C5 -1.68 2.24 -0.01
O1 -0.35 1.90 -0.07
H1 -5.33 0.31 2.32
H2 -4.07 1.05 3.11
H3 -3.70 -0.46 2.29
H4 -3.90 -0.21 0.05
H5 -4.16 0.92 -1.11
H6 -5.46 0.65 0.11
H7 -4.17 3.21 2.04
H8 -5.54 2.64 1.10
H9 -4.28 3.38 0.28
H10 -1.93 0.54 1.01
H11 -1.97 1.83 2.01
H12 -1.77 3.28 0.09
H13 -1.95 1.85 -1.08
H14 -0.12 0.92 -0.22
Li1 1.19 -1.58 -0.69
P1 -1.32 -1.49 -0.63
O2 -0.37 -2.47 -1.12
O3 -2.27 -0.98 -1.73
O4 -0.30 -0.52 -0.32
O5 -1.98 -1.85 0.59
C6 1.03 0.03 2.73
O6 2.28 -0.49 3.03
C7 2.96 -0.97 2.06
O7 2.53 -1.31 0.99
O8 4.29 -1.02 2.40
C8 5.26 -1.38 1.40
H15 0.35 0.41 3.62
H16 0.19 -0.70 2.14
H17 0.99 0.74 1.80
H18 6.23 -1.49 1.92
H19 5.45 -0.51 0.73
H20 4.95 -2.46 0.95
C9 2.02 0.99 -3.24
O9 2.68 -0.10 -3.79
C10 3.14 -1.13 -3.14
O10 2.77 -1.32 -1.97
O11 3.93 -1.99 -3.75
C11 4.43 -3.11 -3.21
H21 1.44 1.31 -3.97
H22 2.72 1.77 -3.01
H23 1.32 0.95 -2.26
H24 4.99 -3.77 -3.71
H25 3.64 -3.67 -2.74
H26 5.05 -2.66 -2.40



(two)
This record from the Open Molecules 2025 dataset describes C11H26LiNO11P as an isolated structure. The level of theory is the ωB97M-V functional and the def2-TZVPD basis.

HOMO energy = -0.05430 Ha
Charge = -1

Element x y z (Å)
C1 4.68 2.80 -2.32
N1 3.30 2.47 -2.47
C2 2.54 3.81 -2.60
C3 3.10 1.74 -3.68
C4 2.95 1.53 -1.40
C5 1.47 1.23 -1.30
O1 1.33 0.20 -0.31
H1 4.83 3.55 -1.49
H2 5.10 3.32 -3.20
H3 5.22 2.05 -2.20
H4 3.03 4.63 -3.30
H5 2.78 4.18 -1.77
H6 1.49 3.85 -2.35
H7 1.91 1.80 -4.03
H8 3.39 0.89 -3.85
H9 3.69 2.35 -4.24
H10 3.14 2.09 -0.42
H11 3.49 0.64 -1.42
H12 0.90 0.89 -2.18
H13 0.98 2.11 -1.09
H14 0.36 0.08 -0.38
Li1 -2.20 -0.64 0.86
P1 -2.17 0.40 -1.42
O2 -3.03 0.39 -0.21
O3 -1.03 -0.43 -0.63
O4 -1.84 1.71 -1.73
O5 -2.59 -0.53 -2.45
C6 -4.01 -2.58 -0.12
O6 -2.95 -2.75 0.78
C7 -2.42 -4.00 0.86
O7 -2.55 -4.85 -0.02
O8 -1.67 -4.22 1.93
C8 -1.28 -5.55 2.33
H15 -3.54 -2.65 -1.25
H16 -4.40 -1.57 -0.13
H17 -4.88 -3.12 0.05
H18 -2.11 -6.12 1.99
H19 -0.99 -5.67 3.61
H20 -0.46 -5.95 1.63
C9 -0.81 -1.77 4.78
O9 -0.73 -0.40 4.42
C10 -1.35 0.14 3.39
O10 -2.10 -0.51 2.68
O11 -1.20 1.45 3.01
C11 -1.66 2.17 1.92
H21 -1.83 -2.37 4.36
H22 -0.83 -1.77 5.84
H23 0.13 -2.26 4.51
H24 -2.67 2.14 1.99
H25 -1.02 1.87 0.99
H26 -1.47 3.24 2.03



Stability, lowest: (two)